Formula: C7H8N4O3
Source: the OMol25 dataset
Level of theory: ωB97M-V with the def2-TZVPD basis set

```
! RIJCOSX wB97M-V def2-TZVPD def2/J DEFGRID3
* xyz 0 1
C 2.046 -1.105 -0.072
C 1.754 0.364 -0.090
C 3.449 -1.360 0.317
C 4.063 1.118 -0.060
C -0.526 -0.485 -0.133
C -1.744 0.000 -0.779
C -0.566 -0.809 1.377
N 1.181 -1.995 -0.438
N 0.559 0.765 -0.262
N 2.680 1.356 0.068
N 4.279 -0.228 0.020
O 3.873 -2.393 0.788
O 4.928 1.959 -0.074
O -0.080 -1.675 -0.767
H -2.028 1.155 -0.525
H -2.613 -0.530 -0.462
H -1.696 -0.104 -1.956
H -0.842 -1.893 1.554
H -1.137 0.015 1.809
H 0.471 -0.809 1.812
H 2.233 2.256 0.349
H 5.313 -0.515 0.018
*
```

Values from the calculation:
ΔE to the lowest compared entry with this formula, charge and spin	115.0	kJ/mol
E	-716.21779	a.u.

What are the Mulliken partial charges on each atom? They are as follows, in elementary charge units: 0.67 0.65 0.05 0.34 1.23 -1.43 -1.21 -0.64 -0.79 -0.11 -0.10 -0.52 -0.58 -0.17 0.30 0.42 0.32 0.33 0.36 0.30 0.31 0.28